The following is a quantum chemistry calculation of one molecule with the formula CH2ClP at a distorted geometry, from the Open Molecules 2025 dataset.

```
! RIJCOSX wB97M-V def2-TZVPD def2/J DEFGRID3
* xyz 0 1
C 0.5656 0.2891 0.0471
P -0.8542 -1.3598 -0.0413
Cl 2.2070 0.3299 0.0049
H 0.0222 1.2254 0.0118
H -1.9407 -0.4845 -0.0225
*
```

Output
ΔE to the lowest compared entry with this formula, charge and spin	284.5	kJ/mol
max |F|	5.8	eV Å⁻¹
orbital gap (alpha / beta)	8.61 / 7.36	eV
SMILES string	[H]/P=C/Cl
HOMO (alpha / beta)	-8.835 / -8.442	eV

The net atomic charges from natural (NBO), expressed in e, are: atom 1 (C): -0.460, atom 2 (P): 0.244, atom 3 (Cl): 0.100, atom 4 (H): 0.184, atom 5 (H): -0.068